Record 1
{"formula": "C6H9N", "method": "ωB97M-V/def2-TZVPD", "e_homo_ev": -8.393, "smiles": "[H]/N=C/C=C=C(C)C", "de_lowest_ev": 2.879, "elements": ["C", "C", "C", "C", "C", "C", "N", "H", "H", "H", "H", "H", "H", "H", "H", "H"], "positions_angstrom": [[0.498, -2.137, 0.282], [0.329, -0.679, 0.640], [-0.236, 0.222, -0.110], [0.454, -0.170, 2.071], [-0.902, 1.264, -0.558], [-0.570, 1.867, -1.846], [0.091, 1.179, -2.693], [1.347, -2.575, 0.820], [0.680, -2.263, -0.790], [-0.397, -2.710, 0.549], [1.089, 0.716, 2.171], [0.800, -0.968, 2.730], [-0.557, 0.124, 2.392], [-1.805, 1.585, -0.039], [-1.015, 2.847, -2.057], [0.195, 1.697, -3.563]], "atomic_forces_ev_per_a": [[-0.08, 0.01, 0.01], [-0.50, 0.29, 0.04], [-0.05, -0.10, -0.02], [0.20, -0.10, 0.28], [-0.09, -0.23, -0.11], [0.08, -0.01, -0.07], [-0.12, 0.45, -0.09], [-0.16, 0.16, -0.06], [-0.11, 0.09, 0.24], [0.11, 0.00, 0.01], [0.05, -0.26, -0.03], [0.16, 0.12, 0.05], [0.38, -0.14, 0.14], [-0.17, -0.30, -0.33], [0.20, -0.05, -0.07], [0.11, 0.06, 0.00]], "lowdin_charge": [-0.053, -0.317, -0.010, -0.054, -0.100, -0.274, 0.083, 0.077, 0.081, 0.082, 0.084, 0.072, 0.082, 0.105, 0.102, 0.039]}


Record 2
{"formula": "C6H9N", "method": "ωB97M-V/def2-TZVPD", "e_homo_ev": -7.787, "smiles": "Cc1cc[nH]c1C", "de_lowest_ev": 0.073, "elements": ["C", "C", "C", "C", "C", "C", "N", "H", "H", "H", "H", "H", "H", "H", "H", "H"], "positions_angstrom": [[0.285, -1.876, -0.599], [0.027, -0.630, 0.186], [-0.035, 0.686, -0.216], [0.233, 1.200, -1.601], [-0.350, 1.461, 0.940], [-0.456, 0.604, 2.004], [-0.222, -0.663, 1.537], [0.047, -1.708, -1.654], [-0.345, -2.702, -0.250], [1.330, -2.206, -0.544], [-0.129, 2.226, -1.717], [-0.259, 0.588, -2.367], [1.306, 1.205, -1.831], [-0.502, 2.533, 0.971], [-0.678, 0.783, 3.047], [-0.252, -1.502, 2.092]], "atomic_forces_ev_per_a": [[0.00, -0.03, -0.05], [-0.01, 0.05, -0.04], [0.01, -0.13, 0.02], [-0.01, 0.03, -0.07], [0.00, 0.03, 0.06], [0.00, 0.04, 0.02], [-0.03, -0.06, -0.02], [0.05, -0.02, 0.16], [0.09, 0.11, -0.04], [-0.13, 0.07, 0.02], [0.03, -0.16, 0.04], [0.06, 0.08, 0.12], [-0.15, 0.01, 0.04], [0.08, -0.16, 0.01], [0.02, -0.01, -0.18], [-0.01, 0.13, -0.08]], "lowdin_charge": [-0.029, -0.295, -0.260, -0.057, -0.064, -0.134, 0.043, 0.072, 0.075, 0.079, 0.072, 0.070, 0.078, 0.098, 0.103, 0.149]}


Record 3
{"formula": "C6H9N", "method": "ωB97M-V/def2-TZVPD", "e_homo_ev": -8.891, "smiles": "C=C(C)CCC#N", "de_lowest_ev": 2.212, "elements": ["C", "C", "C", "C", "C", "C", "N", "H", "H", "H", "H", "H", "H", "H", "H", "H"], "positions_angstrom": [[-0.807, 0.862, -1.560], [-0.410, -0.083, -0.465], [-1.347, -0.666, 0.299], [1.193, -0.551, 1.229], [1.037, -0.498, -0.294], [0.549, 0.767, 1.579], [0.245, 1.870, 1.764], [0.015, 1.530, -1.844], [-1.637, 1.492, -1.221], [-1.117, 0.283, -2.429], [-2.344, -0.776, -0.091], [-1.242, -0.979, 1.334], [2.201, -0.464, 1.619], [0.756, -1.486, 1.628], [1.788, 0.167, -0.739], [1.121, -1.467, -0.808]], "atomic_forces_ev_per_a": [[-0.07, -0.14, -0.28], [-0.49, -0.76, -0.51], [-0.21, 0.18, -0.30], [0.07, 0.67, 0.18], [-0.03, 0.10, 0.06], [0.58, 0.33, 1.28], [0.27, -1.13, -0.06], [-0.11, -0.27, 0.05], [0.16, -0.23, -0.18], [-0.05, 0.22, -0.32], [-0.53, 0.80, 0.17], [0.35, -0.73, -0.49], [0.31, -0.24, -0.24], [-0.08, 0.97, 0.13], [-0.43, 0.12, 0.11], [0.26, 0.12, 0.40]], "lowdin_charge": [-0.052, -0.405, 0.025, -0.160, -0.167, -0.255, 0.160, 0.082, 0.086, 0.081, 0.068, 0.065, 0.110, 0.118, 0.120, 0.125]}


Record 4
{"formula": "C6H9N", "method": "ωB97M-V/def2-TZVPD", "e_homo_ev": -8.914, "de_lowest_ev": 3.151, "elements": ["C", "C", "C", "C", "C", "C", "H", "H", "H", "H", "H", "H", "H", "H", "H", "N"], "positions_angstrom": [[0.582, -1.220, 0.484], [-0.876, -0.614, 0.389], [-0.656, -0.587, -1.137], [0.798, -0.259, -0.697], [0.731, 1.120, 0.064], [-0.461, 0.803, 0.863], [0.619, -2.196, 0.043], [1.131, -1.027, 1.365], [-1.647, -1.197, 0.829], [-1.177, 0.109, -1.774], [-0.649, -1.572, -1.657], [1.491, -0.481, -1.518], [1.661, 1.553, 0.427], [-0.506, 2.791, 0.431], [-0.479, 0.926, 1.930], [-0.562, 1.851, -0.042]], "atomic_forces_ev_per_a": [[-1.15, 0.35, -1.85], [1.52, -0.29, -0.27], [0.60, -0.13, 0.12], [0.07, 0.98, -1.51], [-0.09, -1.37, -0.73], [-0.57, -1.83, 1.97], [0.15, -0.97, 0.55], [0.69, -0.19, 0.99], [-1.01, 0.11, 0.59], [-0.22, 0.43, 0.11], [-0.16, 0.45, 0.76], [0.57, 0.49, 0.64], [-0.49, 0.13, 0.12], [0.05, -1.34, -0.68], [-0.11, 0.40, 0.37], [0.15, 2.79, -1.18]], "lowdin_charge": [-0.093, -0.184, -0.109, -0.236, -0.177, -0.325, 0.101, 0.097, 0.112, 0.097, 0.119, 0.126, 0.137, 0.127, 0.141, 0.067]}


Record 5
{"formula": "C6H9N", "method": "ωB97M-V/def2-TZVPD", "e_homo_ev": [-7.961, -8.094], "de_lowest_ev": 5.786, "elements": ["C", "C", "C", "C", "C", "C", "N", "H", "H", "H", "H", "H", "H", "H", "H", "H"], "positions_angstrom": [[0.950, -0.158, -1.483], [0.312, 0.328, -0.164], [1.347, 0.209, 1.071], [-0.501, -0.943, 0.475], [-0.389, 1.547, -0.137], [-1.828, -0.830, 0.803], [0.834, -0.725, 1.704], [2.226, 0.815, 1.258], [-0.202, -1.919, 0.096], [0.164, -0.360, -2.211], [1.531, -1.069, -1.327], [1.608, 0.615, -1.879], [0.123, 2.478, 0.066], [-1.461, 1.595, -0.253], [-2.436, -1.712, 0.952], [-2.278, 0.127, 1.027]], "atomic_forces_ev_per_a": [[0.02, 0.37, 0.21], [1.48, -2.51, 1.45], [-1.51, 0.51, -2.23], [0.75, 0.83, -0.77], [-0.77, 1.35, -0.05], [-0.14, 0.04, 0.31], [-0.06, -0.64, 0.98], [0.17, -0.14, 0.21], [0.12, 0.16, 0.02], [0.00, 0.03, -0.01], [-0.06, 0.06, 0.05], [0.01, -0.03, -0.10], [0.05, 0.02, -0.11], [-0.03, -0.04, 0.00], [0.01, 0.01, 0.04], [-0.04, -0.01, -0.02]], "lowdin_charge": [-0.041, -0.507, -0.148, -0.249, 0.074, 0.031, 0.148, 0.110, 0.113, 0.086, 0.081, 0.078, 0.068, 0.058, 0.052, 0.044]}


Record 6
{"formula": "C6H9N", "method": "ωB97M-V/def2-TZVPD", "e_homo_ev": -7.566, "smiles": "Cc1cc[nH]c1C", "de_lowest_ev": 1.646, "elements": ["C", "C", "N", "C", "C", "C", "C", "H", "H", "H", "H", "H", "H", "H", "H", "H"], "positions_angstrom": [[-1.338, -0.817, 0.919], [-1.565, 0.431, 1.516], [-0.679, 1.319, 0.859], [0.222, 0.617, 0.085], [-0.196, -0.771, 0.024], [0.121, -1.629, -1.165], [1.467, 1.182, -0.524], [-1.812, -1.717, 1.260], [-1.892, 0.633, 2.561], [-0.600, 2.367, 0.814], [0.772, -0.978, -1.935], [0.555, -2.641, -0.962], [-0.793, -1.859, -1.671], [1.683, 0.772, -1.511], [2.342, 0.831, 0.086], [1.713, 2.264, -0.354]], "atomic_forces_ev_per_a": [[0.98, 0.75, 0.58], [1.07, -0.29, -0.68], [1.59, 0.53, 0.26], [-1.36, -2.08, -0.34], [-0.83, 3.47, 0.38], [1.85, 0.42, -0.83], [1.52, 0.35, 1.43], [-0.23, -0.22, -0.02], [-0.34, 0.09, -1.42], [-0.50, -1.84, 0.87], [-1.24, -1.90, 1.70], [0.19, 1.02, -0.08], [-0.69, 0.02, -0.46], [-0.19, 0.64, -0.17], [-0.71, -0.40, -0.31], [-1.12, -0.59, -0.91]], "lowdin_charge": [-0.079, -0.128, 0.020, -0.284, -0.234, -0.075, -0.051, 0.085, 0.109, 0.170, 0.106, 0.076, 0.053, 0.055, 0.092, 0.086]}


Record 7
{"formula": "C6H9N", "method": "ωB97M-V/def2-TZVPD", "e_homo_ev": -8.593, "de_lowest_ev": 5.146, "elements": ["C", "C", "C", "C", "C", "C", "H", "H", "H", "H", "H", "H", "H", "H", "H", "N"], "positions_angstrom": [[2.075, -0.122, 0.502], [0.730, -0.090, 0.019], [-0.071, -1.018, -0.239], [-1.416, -0.551, -0.514], [-1.443, 0.398, 0.688], [-0.285, 1.017, -0.222], [3.139, 0.115, -0.188], [2.222, -1.119, 1.014], [2.083, 0.591, 1.294], [0.157, -2.090, -0.149], [-2.248, -1.159, -0.782], [-2.375, 1.156, 0.796], [-1.266, -0.049, 1.645], [-0.192, 2.178, -0.337], [-0.087, 0.139, -2.005], [-1.021, 0.604, -1.522]], "atomic_forces_ev_per_a": [[4.18, -0.78, 0.05], [1.58, 4.20, -1.12], [-1.05, -8.87, -0.40], [-0.38, 1.75, -1.13], [-2.94, 3.76, -1.33], [-0.95, 4.12, 0.02], [-3.54, -0.62, 1.56], [0.22, 0.94, -0.75], [0.62, 0.74, 0.77], [0.00, 0.35, -0.07], [-0.28, -0.78, -0.17], [1.87, -1.84, -0.49], [0.52, -0.01, 0.38], [0.76, -2.15, 1.07], [-3.41, 1.50, 0.46], [2.82, -2.32, 1.16]], "lowdin_charge": [-0.064, -0.350, -0.143, -0.264, -0.077, -0.247, 0.161, 0.092, 0.056, 0.138, 0.121, 0.142, 0.092, 0.157, 0.150, 0.035]}


Record 8
{"formula": "C6H9N", "method": "ωB97M-V/def2-TZVPD", "e_homo_ev": -6.721, "de_lowest_ev": 5.002, "elements": ["C", "C", "C", "C", "C", "C", "N", "H", "H", "H", "H", "H", "H", "H", "H", "H"], "positions_angstrom": [[1.333, 1.312, 0.182], [0.881, -0.033, -0.321], [-0.818, -0.574, 0.859], [-2.037, -0.261, 0.231], [-0.459, -0.177, -0.894], [1.766, -1.120, -0.383], [2.509, -2.020, -0.444], [1.908, 1.877, -0.563], [1.953, 1.229, 1.084], [0.464, 1.931, 0.447], [-0.416, 0.112, 1.599], [-0.539, -1.615, 1.000], [-2.646, -1.018, -0.245], [-2.442, 0.742, 0.311], [-0.611, -1.091, -1.463], [-0.847, 0.706, -1.401]], "atomic_forces_ev_per_a": [[0.01, 0.05, 0.02], [0.16, 0.04, -0.14], [-0.27, -0.09, 0.24], [-0.15, -0.03, 0.18], [0.27, 0.03, -0.39], [0.41, -0.59, -0.01], [-0.67, 0.71, 0.12], [-0.06, -0.07, 0.09], [-0.07, 0.00, -0.13], [0.13, -0.08, -0.04], [-0.03, -0.09, -0.16], [0.02, 0.18, -0.08], [0.15, 0.06, 0.06], [0.06, -0.19, 0.00], [0.00, 0.19, 0.10], [0.04, -0.11, 0.14]], "lowdin_charge": [-0.079, -0.422, -0.080, -0.070, -0.074, -0.275, 0.104, 0.079, 0.082, 0.076, 0.114, 0.126, 0.088, 0.087, 0.127, 0.118]}


What did the eighth record say?
{"formula": "C6H9N", "method": "ωB97M-V/def2-TZVPD", "e_homo_ev": -6.721, "de_lowest_ev": 5.002, "elements": ["C", "C", "C", "C", "C", "C", "N", "H", "H", "H", "H", "H", "H", "H", "H", "H"], "positions_angstrom": [[1.333, 1.312, 0.182], [0.881, -0.033, -0.321], [-0.818, -0.574, 0.859], [-2.037, -0.261, 0.231], [-0.459, -0.177, -0.894], [1.766, -1.120, -0.383], [2.509, -2.020, -0.444], [1.908, 1.877, -0.563], [1.953, 1.229, 1.084], [0.464, 1.931, 0.447], [-0.416, 0.112, 1.599], [-0.539, -1.615, 1.000], [-2.646, -1.018, -0.245], [-2.442, 0.742, 0.311], [-0.611, -1.091, -1.463], [-0.847, 0.706, -1.401]], "atomic_forces_ev_per_a": [[0.01, 0.05, 0.02], [0.16, 0.04, -0.14], [-0.27, -0.09, 0.24], [-0.15, -0.03, 0.18], [0.27, 0.03, -0.39], [0.41, -0.59, -0.01], [-0.67, 0.71, 0.12], [-0.06, -0.07, 0.09], [-0.07, 0.00, -0.13], [0.13, -0.08, -0.04], [-0.03, -0.09, -0.16], [0.02, 0.18, -0.08], [0.15, 0.06, 0.06], [0.06, -0.19, 0.00], [0.00, 0.19, 0.10], [0.04, -0.11, 0.14]], "lowdin_charge": [-0.079, -0.422, -0.080, -0.070, -0.074, -0.275, 0.104, 0.079, 0.082, 0.076, 0.114, 0.126, 0.088, 0.087, 0.127, 0.118]}